{
  "formula": "C27H50N8O8",
  "method": "the ωB97M-V functional and the def2-TZVPD basis",
  "e_homo_ev": [-9.10, -10.27],
  "spin_multiplicity": 2,
  "lumo_energy_ev": [-4.215, -4.250],
  "total_charge": 1,
  "total_energy_ha": -2098.4613,
  "homo_lumo_gap_ev": [4.883, 6.020],
  "species": ["C", "N", "C", "C", "C", "C", "C", "C", "C", "C", "N", "C", "C", "C", "H", "H", "H", "H", "H", "H", "H", "H", "H", "H", "H", "H", "H", "H", "C", "C", "O", "N", "H", "H", "C", "H", "H", "H", "H", "H", "H", "C", "C", "O", "O", "H", "H", "H", "O", "C", "N", "C", "H", "H", "H", "H", "H", "O", "C", "N", "C", "H", "H", "H", "H", "H", "O", "C", "N", "C", "H", "H", "H", "H", "H", "O", "C", "N", "C", "H", "H", "H", "H", "H", "O", "C", "N", "C", "H", "H", "H", "H", "H"],
  "positions_angstrom": [[-2.486, -1.267, 0.001], [-2.198, -1.260, -1.460], [-3.253, -1.470, -2.310], [-3.134, -1.126, -3.645], [-1.923, -0.580, -4.161], [-0.833, -0.471, -3.247], [-0.997, -0.749, -1.914], [-1.752, 0.056, -5.546], [-0.482, 0.225, -6.131], [-0.341, 0.907, -7.371], [-1.457, 1.443, -7.988], [-2.667, 1.322, -7.458], [-2.838, 0.661, -6.213], [-1.328, 2.090, -9.255], [-3.011, -2.220, 0.064], [-2.996, -0.318, 0.160], [-1.484, -1.231, 0.430], [-4.189, -1.786, -1.872], [-3.837, -1.466, -4.391], [0.105, 0.005, -3.494], [-0.228, -0.581, -1.175], [0.375, -0.106, -5.563], [0.588, 0.914, -7.922], [-3.458, 1.990, -7.766], [-3.860, 0.695, -5.866], [-0.306, 1.880, -9.572], [-1.536, 3.153, -9.133], [-1.980, 1.589, -9.971], [0.286, 2.650, -0.952], [-0.629, 3.139, -2.084], [-0.497, 2.667, -3.191], [-1.421, 4.460, -1.833], [-1.788, 4.366, -0.897], [-0.654, 5.110, -1.731], [-2.522, 4.946, -2.898], [-0.375, 2.421, -0.116], [0.982, 3.405, -0.586], [0.900, 1.758, -1.078], [-2.136, 4.911, -3.917], [-2.947, 5.881, -2.533], [-3.406, 4.315, -2.812], [1.358, 1.047, 3.222], [1.117, -0.139, 2.351], [0.998, 0.276, 1.190], [1.013, -1.238, 2.790], [0.594, 1.824, 3.187], [2.271, 1.529, 2.872], [1.641, 0.794, 4.244], [-3.914, -2.819, 3.529], [-3.159, -1.904, 3.444], [-1.828, -1.906, 3.546], [-3.803, -0.505, 3.288], [-1.335, -2.774, 3.700], [-1.284, -1.076, 3.360], [-4.700, -0.609, 2.676], [-3.107, 0.199, 2.831], [-3.920, -0.113, 4.298], [3.060, -3.999, -0.935], [2.899, -3.024, -0.178], [2.121, -1.989, -0.473], [3.524, -3.020, 1.202], [1.631, -2.050, -1.353], [1.869, -1.262, 0.181], [3.654, -2.024, 1.626], [4.472, -3.553, 1.281], [2.789, -3.522, 1.830], [-0.323, -4.401, 4.896], [0.389, -5.059, 4.120], [1.023, -4.439, 3.180], [0.771, -6.495, 4.395], [0.848, -3.445, 3.229], [1.644, -4.894, 2.526], [1.809, -6.266, 4.638], [0.672, -7.108, 3.500], [0.358, -7.045, 5.240], [5.244, -2.268, 5.607], [4.048, -2.180, 5.501], [3.283, -2.796, 4.610], [3.172, -1.572, 6.491], [3.642, -3.374, 3.864], [2.452, -2.247, 4.440], [3.834, -1.495, 7.353], [2.312, -2.128, 6.866], [2.883, -0.611, 6.065], [4.010, 5.059, 1.576], [2.733, 5.196, 1.663], [2.013, 5.846, 0.651], [1.963, 4.747, 2.861], [2.499, 6.253, -0.136], [1.137, 6.193, 1.014], [1.790, 5.627, 3.481], [2.589, 4.041, 3.406], [0.954, 4.393, 2.647]]
}

***

{
  "formula": "C27H50O10S6",
  "method": "the ωB97M-V functional and the def2-TZVPD basis",
  "e_homo_ev": -8.46,
  "lumo_energy_ev": -1.091,
  "total_charge": 0,
  "total_energy_ha": -4199.8574,
  "homo_lumo_gap_ev": 7.371,
  "species": ["O", "C", "O", "C", "C", "C", "C", "C", "C", "C", "C", "C", "C", "C", "O", "C", "C", "C", "O", "H", "H", "H", "H", "H", "H", "H", "H", "H", "H", "H", "H", "H", "H", "C", "S", "O", "C", "H", "H", "H", "H", "H", "H", "C", "S", "O", "C", "H", "H", "H", "H", "H", "H", "C", "S", "O", "C", "H", "H", "H", "H", "H", "H", "C", "S", "O", "C", "H", "H", "H", "H", "H", "H", "C", "S", "O", "C", "H", "H", "H", "H", "H", "H", "C", "S", "O", "C", "H", "H", "H", "H", "H", "H"],
  "positions_angstrom": [[2.823, 9.708, 2.626], [3.357, 8.578, 2.454], [3.424, 8.003, 1.153], [2.391, 6.993, 0.958], [2.664, 5.631, 1.819], [4.152, 5.151, 1.471], [4.678, 3.922, 2.405], [4.399, 4.270, 3.959], [4.847, 5.675, 4.442], [4.627, 6.101, 5.942], [3.914, 5.090, 6.889], [3.427, 3.674, 6.392], [3.680, 3.255, 4.917], [2.657, 2.727, 7.449], [2.771, 1.472, 7.460], [1.747, 3.533, 8.515], [2.206, 4.812, 8.974], [3.611, 5.410, 8.443], [4.410, 6.031, 9.181], [3.781, 8.069, 3.403], [1.367, 7.375, 1.309], [2.399, 6.686, -0.151], [1.858, 4.846, 1.604], [2.514, 5.946, 2.917], [4.946, 5.980, 1.584], [4.169, 4.745, 0.387], [5.776, 3.713, 2.182], [4.026, 3.023, 2.131], [5.344, 6.426, 3.732], [4.955, 7.146, 6.301], [3.347, 2.226, 4.531], [0.735, 3.148, 8.886], [1.537, 5.373, 9.703], [0.467, 3.655, -3.650], [1.652, 4.774, -2.877], [1.143, 5.086, -1.504], [1.281, 6.195, -3.927], [0.498, 2.699, -3.122], [-0.540, 4.073, -3.583], [0.741, 3.499, -4.695], [0.224, 6.454, -3.843], [1.529, 5.956, -4.963], [1.889, 7.038, -3.596], [1.871, 0.712, -0.507], [1.806, 0.066, -2.193], [0.586, 0.640, -2.845], [1.421, -1.634, -1.729], [2.065, 1.785, -0.554], [0.918, 0.538, -0.005], [2.679, 0.222, 0.039], [0.497, -1.661, -1.149], [2.245, -2.047, -1.143], [1.295, -2.227, -2.643], [0.039, -5.612, -5.003], [0.091, -3.902, -4.430], [0.778, -3.895, -3.095], [-1.682, -3.755, -4.125], [1.059, -5.935, -5.219], [-0.388, -6.251, -4.229], [-0.560, -5.671, -5.913], [-2.001, -4.512, -3.405], [-2.224, -3.878, -5.065], [-1.882, -2.762, -3.718], [-3.114, -2.398, -8.895], [-3.499, -3.462, -7.488], [-2.213, -4.068, -7.020], [-4.374, -4.721, -8.441], [-2.528, -1.551, -8.537], [-2.536, -2.954, -9.635], [-4.042, -2.033, -9.340], [-3.717, -5.130, -9.210], [-5.260, -4.279, -8.901], [-4.679, -5.518, -7.763], [-1.226, -4.974, -0.330], [-2.380, -6.332, -0.038], [-3.200, -6.496, -1.279], [-3.396, -5.457, 1.170], [-0.510, -5.286, -1.093], [-1.768, -4.094, -0.681], [-0.693, -4.744, 0.594], [-3.801, -4.545, 0.726], [-2.791, -5.212, 2.045], [-4.217, -6.109, 1.470], [-7.376, -7.708, 4.174], [-5.992, -8.566, 3.394], [-5.221, -7.552, 2.611], [-6.994, -9.506, 2.223], [-6.979, -7.025, 4.927], [-7.932, -7.139, 3.426], [-8.031, -8.436, 4.656], [-7.574, -8.824, 1.597], [-7.662, -10.174, 2.769], [-6.327, -10.096, 1.593]]
}